# C3H11NO2

A 3-piece molecular cluster, C3H11NO2 overall at a distorted geometry (ωB97M-V with the def2-TZVPD basis set, the OMol25 dataset).

Structure (XYZ):
```
17
Properties=species:S:1:pos:R:3:lowdin_charge:R:1
C -0.2447 2.3837 1.9182 -0.119
C 0.8463 1.4313 1.8386 -0.453
C 1.9205 1.9964 1.0940 0.021
N 0.7395 0.3568 2.7424 0.065
H -1.0099 1.7379 2.2848 0.050
H 0.0134 3.1990 2.6404 0.110
H -0.8481 2.7322 1.0536 0.097
H 2.7218 1.4818 0.7875 -0.024
H 1.9603 3.0557 0.8564 0.049
H 0.0302 0.5324 3.3789 0.038
H 1.6919 -0.1430 3.0447 0.167
H 0.4416 -5.5395 -2.0598 0.054
H 0.1417 -6.8777 -3.0090 0.060
O 0.7697 -6.1292 -2.7916 -0.114
H -2.7791 0.0533 -3.9436 0.036
H -3.3551 -0.5665 -4.9987 0.002
O -3.0401 0.2951 -4.8369 -0.038
```

Summary:
- Net charge: 0
- 2S+1: 1
- SMILES: C=C(C)N.O.O
- Frontier orbital gap: 8.5 eV
- Lowest unoccupied orbital energy: 0.028 Eh

=====

# C3H11NO2

A 3-piece molecular cluster, C3H11NO2 overall at a distorted geometry (ωB97M-V with the def2-TZVPD basis set, the OMol25 dataset).

Structure (XYZ):
```
17
Properties=species:S:1:pos:R:3:lowdin_charge:R:1
C -1.6518 -0.4799 -0.8960 -0.111
C -0.1226 -0.5720 -0.5832 -0.277
C 0.4401 1.1889 -2.1487 -0.074
N 0.6297 0.5936 -1.0695 -0.057
H -2.3512 -1.2181 -0.5084 0.057
H -2.0389 0.4492 -0.3343 0.099
H -1.8018 -0.5550 -1.9559 0.042
H 0.3371 -1.6231 -0.9584 0.160
H 0.0719 -0.5936 0.5181 0.050
H -0.3879 1.0414 -2.8666 0.078
H 1.0620 2.0018 -2.4244 0.049
H 0.6836 1.5139 1.3122 0.033
H 2.1206 1.3070 1.7670 0.111
O 1.1691 1.0436 1.9976 -0.085
H 0.4051 -1.8133 3.3829 0.095
H 0.7886 -0.6298 2.3987 0.012
O 0.6464 -1.6545 2.3689 -0.181
```

Summary:
- Net charge: 0
- 2S+1: 1
- SMILES: C=NCC.O.O
- Frontier orbital gap: 10.2 eV
- Lowest unoccupied orbital energy: 0.029 Eh

=====

# C3H11NO2

A 3-piece molecular cluster, C3H11NO2 overall at a distorted geometry (ωB97M-V with the def2-TZVPD basis set, the OMol25 dataset).

Structure (XYZ):
```
17
Properties=species:S:1:pos:R:3:lowdin_charge:R:1
C 0.4106 0.4927 0.6525 -0.070
C -0.8762 0.9292 1.3588 -0.475
C -0.7523 1.6707 2.4744 0.000
N -2.0230 0.4513 0.7653 0.082
H 0.3553 -0.0574 -0.2837 0.062
H 1.0704 -0.0853 1.3156 0.081
H 1.0184 1.3709 0.4718 0.065
H -1.6836 1.9354 2.9311 0.035
H 0.1685 2.1400 2.7816 0.051
H -2.0489 0.3849 -0.2324 0.085
H -2.8782 0.4349 1.2916 0.088
H -2.4415 -2.8693 -3.0345 0.026
H -1.0979 -2.5867 -3.7916 0.031
O -1.5813 -2.4574 -2.9712 -0.059
H 4.6275 -0.5575 -1.7897 0.039
H 3.4334 -0.3888 -1.0282 0.025
O 4.2985 -0.8078 -0.9113 -0.067
```

Summary:
- Net charge: 0
- 2S+1: 1
- SMILES: C=C(C)N.O.O
- Frontier orbital gap: 8.5 eV
- Lowest unoccupied orbital energy: 0.024 Eh

=====

# C3H11NO2

A 3-piece molecular cluster, C3H11NO2 overall at a distorted geometry (ωB97M-V with the def2-TZVPD basis set, the OMol25 dataset).

Structure (XYZ):
```
17
Properties=species:S:1:pos:R:3:lowdin_charge:R:1
C -0.7969 0.4458 -0.3740 -0.262
O -1.6090 0.1851 0.7985 -0.115
C 0.5592 0.9950 0.0541 -0.141
C 1.0469 0.5156 1.4619 -0.061
N 2.0248 -0.3893 -1.4096 0.137
H -0.6234 -0.4748 -0.8970 0.090
H -1.2905 1.1663 -1.0752 0.137
H -2.2019 -0.6676 0.5834 0.043
H 0.4748 2.1226 0.0558 0.147
H 1.5685 -0.4656 1.3088 0.088
H 0.1135 0.3972 2.1313 0.115
H 1.7405 1.2211 1.9325 0.072
H 1.5960 -1.3063 -1.1637 0.072
H 1.3655 0.5799 -0.6639 0.042
H 2.4333 -0.3478 -2.2698 -0.014
H -3.6722 -2.1012 -0.2581 -0.047
O -2.7291 -1.8761 -0.2149 -0.301
```

Summary:
- Net charge: 0
- 2S+1: 1
- Frontier orbital gap: 3.6 eV
- Lowest unoccupied orbital energy: -0.172 Eh

=====

# C3H11NO2

A 2-piece molecular cluster, C3H11NO2 overall at a distorted geometry (ωB97M-V with the def2-TZVPD basis set, the OMol25 dataset).

Structure (XYZ):
```
17
Properties=species:S:1:pos:R:3:lowdin_charge:R:1
C 0.3686 0.9446 0.3994 -0.231
O 1.2440 0.3986 1.3839 -0.098
C -0.5106 -0.1860 -0.2002 -0.406
C -1.5467 0.5467 -1.0836 -0.083
N -1.1984 -0.8572 0.9517 0.031
H 0.9477 1.4084 -0.3937 0.122
H -0.3017 1.6438 0.9025 0.116
H 0.6996 -0.0651 2.0421 0.084
H 0.0856 -0.9041 -0.7545 0.131
H -2.2684 -0.1939 -1.4365 0.074
H -2.1554 1.2745 -0.5337 0.075
H -1.0919 1.1346 -1.8826 0.077
H -1.6414 -1.6550 0.4941 0.072
H -2.0544 -0.3120 1.0679 0.067
H 2.7287 -0.7201 0.2620 -0.005
H 3.7596 -1.0809 -0.8169 0.039
O 2.9352 -1.3769 -0.4021 -0.064
```

Summary:
- Net charge: 0
- 2S+1: 1
- SMILES: C[C@H](N)CO.O
- Frontier orbital gap: 10.9 eV
- Lowest unoccupied orbital energy: 0.035 Eh

=====

# C3H11NO2SSi

An isolated molecule of C3H11NO2SSi at a distorted geometry (ωB97M-V with the def2-TZVPD basis set, the OMol25 dataset).

Structure (XYZ):
```
19
Properties=species:S:1:pos:R:3:lowdin_charge:R:1
C 0.4445 1.0740 1.6649 -0.176
C 0.8807 -1.3346 -0.5434 -0.180
C 0.6697 1.5195 -1.5591 -0.166
N -3.8916 -1.3641 -0.2783 -0.212
O -1.5886 0.1827 -0.0883 -0.558
O -4.2022 0.9045 0.6952 -0.432
Si 0.1498 0.3903 -0.0544 0.471
S -3.6404 0.2447 -0.4413 0.958
H -0.4631 1.5115 1.9167 -0.016
H 0.7071 0.5071 2.6452 0.072
H 1.1212 1.9036 1.7413 0.009
H 1.1210 -1.4832 -1.6411 0.049
H 1.7962 -1.4863 -0.0943 -0.030
H 0.2527 -2.1493 -0.1412 0.024
H 1.7265 1.5418 -1.5105 0.000
H 0.3613 1.1381 -2.4686 -0.008
H 0.4785 2.5841 -1.5501 0.020
H -3.3069 -2.0510 -0.6646 0.033
H -4.4142 -1.7618 0.6133 0.142
```

Summary:
- Net charge: 0
- 2S+1: 1
- Frontier orbital gap: 9.2 eV
- Lowest unoccupied orbital energy: -0.002 Eh

=====

# C3H11NO2Si

A 2-piece molecular cluster, C3H11NO2Si overall at a distorted geometry (ωB97M-V with the def2-TZVPD basis set, the OMol25 dataset).

Structure (XYZ):
```
18
Properties=species:S:1:pos:R:3:lowdin_charge:R:1
C 2.2879 -1.6479 -0.5619 -0.197
C -2.7332 -0.1472 -0.0821 -0.174
C 0.4896 2.3471 0.4605 -0.159
N 0.8861 -1.5224 -0.5699 -0.177
O -1.5503 -0.4138 -0.7362 -0.245
O 0.6826 1.2433 -0.3790 -0.221
Si -0.0272 -0.1255 -0.2366 0.365
H 2.5473 -2.1463 -1.4596 0.056
H 2.7111 -0.5120 -0.4754 0.126
H 2.6419 -2.2328 0.3326 0.085
H -3.1557 0.6901 -0.5023 0.060
H -2.3962 -0.0483 1.0042 0.016
H -3.2865 -1.0454 -0.0637 0.072
H 0.5565 2.0223 1.5185 0.042
H -0.6029 2.7886 0.2949 0.136
H 1.3050 3.0020 0.3910 0.058
H 0.3473 -2.3284 -1.0642 0.143
H -0.7032 0.0768 2.1293 0.015
```

Summary:
- Net charge: 0
- 2S+1: 1
- Frontier orbital gap: 8.7 eV
- Lowest unoccupied orbital energy: 0.026 Eh

=====

# C3H11NO3

A 3-piece molecular cluster, C3H11NO3 overall at a distorted geometry (ωB97M-V with the def2-TZVPD basis set, the OMol25 dataset).

Structure (XYZ):
```
18
Properties=species:S:1:pos:R:3:lowdin_charge:R:1
C 2.1839 -0.9227 -0.6427 0.003
C 1.3230 0.0935 0.0626 -0.548
N 0.3054 -0.3642 0.8222 0.030
C -0.1533 -1.7291 0.8304 -0.088
O 1.5440 1.2857 -0.1119 0.023
H 1.7364 -1.1598 -1.6111 0.097
H 3.1948 -0.5911 -0.7431 0.078
H 2.2636 -1.8884 -0.1369 0.071
H -0.1591 0.3895 1.3101 0.153
H 0.5900 -2.4237 1.2447 0.085
H -0.2378 -2.1197 -0.1845 0.090
H -1.0348 -1.8841 1.3999 0.072
H -3.7970 0.3163 0.3021 0.045
H -2.6594 -0.5800 -0.2611 0.024
O -3.2157 -0.4279 0.5101 -0.068
H -0.2339 1.5698 -0.6601 -0.022
H -0.5240 2.3359 -1.9112 0.034
O -0.9762 1.9960 -1.1318 -0.079
```

Summary:
- Net charge: 0
- 2S+1: 1
- SMILES: CNC(C)=O.O.O
- Frontier orbital gap: 10.7 eV
- Lowest unoccupied orbital energy: 0.025 Eh

=====

# C3H11NO3

A 3-piece molecular cluster, C3H11NO3 overall at a distorted geometry (ωB97M-V with the def2-TZVPD basis set, the OMol25 dataset).

Structure (XYZ):
```
18
Properties=species:S:1:pos:R:3:lowdin_charge:R:1
C 1.6204 0.3224 0.4708 -0.349
N 0.2919 0.2210 0.2732 0.028
C -0.5421 -0.4868 1.2878 -0.195
C -1.9152 0.2293 1.5736 -0.070
O 2.3007 1.0530 -0.2288 -0.011
H 2.1039 -0.3026 1.2008 0.127
H -0.1043 0.7965 -0.3294 0.053
H 0.0244 -0.7628 2.2721 0.147
H -0.8600 -1.4065 0.7322 0.099
H -2.5368 -0.3507 2.1961 0.056
H -2.4620 0.3647 0.7095 0.045
H -1.6268 1.1002 2.0995 0.058
H 1.5546 1.9139 -2.3092 0.036
H 0.2080 2.0934 -2.3156 0.005
O 0.7770 1.3761 -2.3224 -0.014
H 0.4632 -1.3651 -1.5173 0.029
H 0.5770 -2.5205 -2.2497 -0.048
O 0.1261 -2.2755 -1.5432 0.001
```

Summary:
- Net charge: 0
- 2S+1: 1
- SMILES: CCNC=O.O.O
- Frontier orbital gap: 10.2 eV
- Lowest unoccupied orbital energy: 0.027 Eh

=====

# C3H11NO3

A 3-piece molecular cluster, C3H11NO3 overall at a distorted geometry (ωB97M-V with the def2-TZVPD basis set, the OMol25 dataset).

Structure (XYZ):
```
18
Properties=species:S:1:pos:R:3:lowdin_charge:R:1
C 1.5123 -0.0262 0.2267 -0.694
C 2.3381 -0.7022 -0.8512 -0.034
O 2.1532 -0.1337 1.4604 0.001
O 0.9335 1.0910 -0.0369 -0.132
H 1.9417 0.6770 1.9424 0.101
H -0.5615 0.8659 -0.2693 0.114
H 0.4658 -1.0143 0.3646 0.118
H 2.6896 -1.6788 -0.5226 0.079
H 1.7395 -0.8084 -1.7539 0.077
H 3.1996 -0.0663 -1.0689 0.086
C -2.4332 0.4671 0.7907 -0.039
N -1.4004 0.1360 -0.1801 -0.184
O -1.9272 -0.2738 -1.4316 -0.016
H -2.0130 0.5337 -1.9590 0.111
H -0.5928 -0.7214 0.1654 0.133
H -1.9345 0.7003 1.7321 0.098
H -3.0086 1.3359 0.4625 0.090
H -3.1019 -0.3819 0.9287 0.092
```

Summary:
- Net charge: 0
- 2S+1: 1
- Frontier orbital gap: 8.9 eV
- Lowest unoccupied orbital energy: 0.019 Eh

=====

# C3H11NO3

A 3-piece molecular cluster, C3H11NO3 overall at a distorted geometry (ωB97M-V with the def2-TZVPD basis set, the OMol25 dataset).

Structure (XYZ):
```
18
Properties=species:S:1:pos:R:3:lowdin_charge:R:1
C -0.5536 1.8720 -0.0189 0.021
C -1.7825 0.9986 -0.2729 -0.508
N -1.5408 -0.3617 -0.4089 -0.015
C -0.2228 -1.1066 -0.0757 -0.054
O -2.9694 1.0906 -0.5147 0.017
H -0.9134 2.7334 0.4398 0.057
H 0.0035 1.2367 0.6725 0.069
H 0.0073 2.0662 -0.9349 0.097
H -2.3678 -0.9145 -0.5903 0.123
H -0.2953 -2.0371 -0.6107 0.062
H -0.1412 -1.3870 0.9756 0.076
H 0.5514 -0.5408 -0.5367 0.055
H 5.0077 -2.8291 -3.2910 0.102
H 3.8721 -2.7883 -2.4694 0.020
O 4.0061 -3.1533 -3.3632 -0.122
H 0.9622 2.0061 4.6506 0.006
H 2.0699 1.2139 4.1527 0.012
O 1.1360 1.2112 4.2040 -0.018
```

Summary:
- Net charge: 0
- 2S+1: 1
- SMILES: CNC(C)=O.O.O
- Frontier orbital gap: 9.5 eV
- Lowest unoccupied orbital energy: 0.018 Eh

=====

# C3H11NO3

A 3-piece molecular cluster, C3H11NO3 overall at a distorted geometry (ωB97M-V with the def2-TZVPD basis set, the OMol25 dataset).

Structure (XYZ):
```
18
Properties=species:S:1:pos:R:3:lowdin_charge:R:1
C 0.5540 -0.6678 2.6202 -0.340
N 1.8352 -1.0145 2.2718 -0.207
C 2.8078 0.0397 2.1506 -0.069
C 2.3608 -2.3324 2.5280 -0.073
O 0.0710 0.4244 2.4550 0.028
H -0.0111 -1.5266 3.0147 0.132
H 3.3564 -0.0229 1.2048 0.091
H 3.5277 0.0374 2.9781 0.092
H 2.3884 1.0433 2.1541 0.084
H 1.5451 -3.0376 2.4154 0.086
H 2.9232 -2.4130 3.4708 0.088
H 3.2247 -2.4707 1.8637 0.089
H -2.6485 1.8576 -6.8552 0.048
H -2.8745 2.2583 -5.3202 0.016
O -2.2236 2.0537 -5.9975 -0.070
H -4.9139 1.6675 -3.4633 0.035
H -6.3716 1.8160 -3.6444 0.038
O -5.5511 2.2876 -3.8466 -0.067
```

Summary:
- Net charge: 0
- 2S+1: 1
- SMILES: CN(C)C=O.O.O
- Frontier orbital gap: 10.1 eV
- Lowest unoccupied orbital energy: 0.028 Eh

=====

Electronic energy for every record listed, in sequence, given in eV: -8871.825, -8872.791, -8873.489, -8865.758, -8874.233, -27586.372, -16750.622, -10922.311, -10920.866, -10918.043, -10920.605, -10921.525.
Energy relative to the best compared isomer or geometry (same formula, charge and spin) for every record listed, in sequence, given in eV: 2.664, 1.699, 1.001, 8.731, 0.257, 1.411, 4.756, 0.694, 2.139, 4.963, 2.401, 1.481.